*one*
Computed, not measured: a cluster of 2 separate species, CH3F2P in total, with ωB97M-V with the def2-TZVPD basis set.

The geometry in XYZ format:
```
7
Properties=species:S:1:pos:R:3:nbo_charge:R:1
C 0.2037 0.5749 -0.2801 0.349
F 0.0318 1.8662 -0.4437 -0.275
F -1.1122 -0.5089 -1.6390 -0.664
P -0.5807 -0.3047 1.1500 0.372
H 1.0073 0.1086 -0.8863 0.209
H -0.3210 -1.5449 0.5470 0.034
H 0.7710 -0.1912 1.5522 -0.024
```

Values from the calculation:
HOMO (alpha / beta)	-0.397 / -0.397	hartree
LUMO level (alpha / beta)	-1.0 / -1.0	eV
frontier orbital gap (alpha / beta)	9.857 / 9.856	eV
multiplicity	1


*two*
Computed, not measured: a cluster of 2 separate species, CH3F2P in total, with ωB97M-V with the def2-TZVPD basis set.

The geometry in XYZ format:
```
7
Properties=species:S:1:pos:R:3:nbo_charge:R:1
C -0.2237 -0.2762 -0.9747 -0.133
F -0.1605 -1.6387 -0.8276 -0.339
F 1.4956 -0.6494 2.0657 -0.557
P -1.6639 0.5567 -0.7671 0.309
H 0.8317 0.1939 -1.0486 0.199
H 0.8315 -0.0148 2.1549 0.557
H -1.1106 1.8285 -0.6025 -0.035
```

Values from the calculation:
HOMO	-0.363	hartree
LUMO level	-0.1	eV
frontier orbital gap	9.791	eV
multiplicity	1


It turns out *two* is the most stable, with the second structure 175.9 kJ/mol higher.


*one*
Computed, not measured: a cluster of 2 separate species, C2H4NOP in total, with ωB97M-V with the def2-TZVPD basis set.

The geometry in XYZ format:
```
9
Properties=species:S:1:pos:R:3:nbo_charge:R:1
C -2.5894 -0.5388 0.4385 0.306
C 0.9332 1.5193 0.1772 -1.059
N -2.0102 -1.5394 0.3401 -0.762
O 1.5884 -0.7556 -0.8783 -0.975
P 1.6257 0.8402 -1.0831 1.068
H 0.3692 1.1033 0.9932 0.230
H -1.4484 -2.3958 0.3336 0.456
H 0.7481 2.6558 0.0142 0.253
H 0.7835 -0.8890 -0.3354 0.483
```

Values from the calculation:
HOMO	-0.354	hartree
LUMO level	0.6	eV
frontier orbital gap	10.179	eV
multiplicity	1


*two*
Computed, not measured: an isolated molecule of C2H4NOP, with ωB97M-V with the def2-TZVPD basis set.

The geometry in XYZ format:
```
9
Properties=species:S:1:pos:R:3:nbo_charge:R:1
C -0.0516 -0.4407 0.9244 0.355
C 0.4355 -0.8232 2.0892 -0.528
N -0.3546 -0.0663 -0.2484 -0.745
O -0.2033 0.8481 -2.7828 -1.011
P -1.4358 0.1865 -1.7696 0.511
H 0.2972 -0.2998 3.0799 0.247
H 0.9645 -1.8329 2.1521 0.243
H 0.2958 0.5960 -0.7785 0.446
H 0.0523 1.8324 -2.6663 0.483
```

Values from the calculation:
HOMO (alpha / beta)	-0.247 / -0.246	hartree
LUMO level (alpha / beta)	0.5 / 0.5	eV
frontier orbital gap (alpha / beta)	7.220 / 7.219	eV
multiplicity	1


*three*
Computed, not measured: an isolated molecule of C2H4NOP, with ωB97M-V with the def2-TZVPD basis set.

The geometry in XYZ format:
```
9
Properties=species:S:1:pos:R:3:nbo_charge:R:1
C 0.0712 0.5739 -0.6940 -0.247
C -0.5540 -0.7974 -0.5848 -0.253
N -0.4810 0.1336 0.5218 -0.733
O 1.1672 1.0384 2.4126 -0.998
P 0.5089 -0.1847 2.0295 1.443
H 1.1976 0.6555 -0.9374 0.205
H -0.6219 1.3391 -1.1274 0.205
H -1.3361 -1.0311 -1.1951 0.197
H 0.0482 -1.7272 -0.4251 0.181
```

Values from the calculation:
HOMO	-0.348	hartree
LUMO level	-0.4	eV
frontier orbital gap	9.040	eV
multiplicity	1


It turns out *three* is the most stable, with the second structure 73.1 kJ/mol higher.


*one*
Computed, not measured: an isolated molecule of C2H6N2OS, with ωB97M-V with the def2-TZVPD basis set.

The geometry in XYZ format:
```
12
Properties=species:S:1:pos:R:3:nbo_charge:R:1
C 0.3108 -0.1066 0.2934 0.078
C -0.0531 -1.0178 -0.8480 -0.148
H -2.1342 0.2155 -0.2385 0.387
H -2.3626 -0.8297 1.1127 0.359
H -0.4730 0.9985 1.7574 0.398
H -0.6484 -1.8151 -0.4773 0.186
H 0.8863 -1.4648 -1.2067 0.208
H -0.1354 0.3181 -2.2060 0.486
N -2.0299 0.0790 0.7821 -0.662
N -0.6665 0.2447 1.1068 -0.414
O -0.8147 -0.2458 -1.7841 -0.714
S 1.7946 0.5640 0.3522 -0.163
```

Values from the calculation:
HOMO	-0.314	hartree
LUMO level	0.5	eV
frontier orbital gap	9.087	eV
multiplicity	1


*two*
Computed, not measured: an isolated molecule of C2H6N2OS, with ωB97M-V with the def2-TZVPD basis set.

The geometry in XYZ format:
```
12
Properties=species:S:1:pos:R:3:nbo_charge:R:1
C -0.5869 -0.8087 0.5264 -0.595
C 0.7341 -0.3798 -0.0974 0.406
H -2.1318 0.9666 0.0791 0.122
H -0.6506 -0.5136 1.5725 0.249
H -0.5891 -1.8825 0.5247 0.237
H 1.4599 -2.0919 -0.3776 0.336
H 1.8475 1.3119 -0.4150 0.389
H -0.6644 1.9438 -0.6144 0.468
N 1.7032 -1.1153 -0.4765 -0.707
N 0.8972 0.9450 -0.3455 -0.332
O -0.0113 1.8835 0.0847 -0.554
S -2.0078 -0.2590 -0.4609 -0.018
```

Values from the calculation:
HOMO	-0.332	hartree
LUMO level	0.6	eV
frontier orbital gap	9.640	eV
multiplicity	1


It turns out *one* is the most stable, with the second structure 80.3 kJ/mol higher.


*one*
Computed, not measured: an isolated molecule of C2H6N2OS, with ωB97M-V with the def2-TZVPD basis set.

The geometry in XYZ format:
```
12
Properties=species:S:1:pos:R:3:nbo_charge:R:1
C 0.1903 0.6671 -0.0258 0.661
C -1.3135 0.9227 -0.0737 -0.654
H 2.3175 -1.2096 0.9706 0.354
H 2.5620 -0.0004 -0.3503 0.367
H 0.0831 -1.4143 -0.8006 0.417
H -1.5570 1.7573 0.6524 0.251
H -1.5327 1.2563 -1.1309 0.255
H -1.8362 -1.4214 1.0531 0.153
N 2.0312 -1.0435 -0.0915 -0.657
N 0.6180 -0.6651 -0.1753 -0.526
O 0.9394 1.5638 0.0280 -0.581
S -2.5021 -0.4132 -0.0559 -0.041
```

Values from the calculation:
HOMO	-0.348	hartree
LUMO level	0.4	eV
frontier orbital gap	9.839	eV
multiplicity	1


*two*
Computed, not measured: an isolated molecule of C2H6N2OS, with ωB97M-V with the def2-TZVPD basis set.

The geometry in XYZ format:
```
12
Properties=species:S:1:pos:R:3:nbo_charge:R:1
C 0.7688 1.2385 -0.9801 -0.312
C -0.4950 -0.2485 -0.0681 0.688
H 0.1386 2.3641 -1.1720 0.191
H 1.8969 1.6459 -0.8755 0.183
H 0.8753 0.3771 -1.8180 0.261
H -1.0985 -1.5551 -1.1546 0.330
H -1.2543 -1.8096 0.6820 0.385
H 1.0506 -0.6139 2.7218 0.111
N -0.6106 -0.7472 -1.2147 -0.772
N -1.0857 -0.7437 1.0489 -0.764
O 0.3786 0.6567 0.1806 -0.489
S -0.5647 -0.5643 2.6496 0.188
```

Values from the calculation:
HOMO	-0.341	hartree
LUMO level	0.4	eV
frontier orbital gap	9.702	eV
multiplicity	1


*three*
Computed, not measured: a structure of composition C2H6N2OS, with ωB97M-V with the def2-TZVPD basis set.

The geometry in XYZ format:
```
12
Properties=species:S:1:pos:R:3:nbo_charge:R:1
C -0.9766 0.1907 -0.0789 -0.686
C 0.2582 -0.4739 -0.0882 0.361
H -1.0191 -1.3439 1.7111 0.113
H -1.0896 0.9498 0.9874 0.287
H -1.2878 0.8404 -1.0670 0.301
H -0.0798 -1.9052 1.0596 0.305
H 2.1149 0.0154 -0.2188 0.392
H 1.6916 2.1033 -1.6935 0.487
N 0.6599 -1.5734 0.5331 -0.663
N 1.2376 0.2951 -0.7390 -0.350
O 0.8102 1.7416 -0.8421 -0.555
S -2.3195 -0.8398 0.4363 0.007
```

Values from the calculation:
HOMO	-0.327	hartree
LUMO level	-0.5	eV
frontier orbital gap	8.389	eV
multiplicity	1


*four*
Computed, not measured: an isolated molecule of C2H6N2OS, with ωB97M-V with the def2-TZVPD basis set.

The geometry in XYZ format:
```
12
Properties=species:S:1:pos:R:3:nbo_charge:R:1
C -1.1821 -1.4874 0.8918 -0.681
C -0.4152 -0.4149 0.2278 0.349
H -1.3476 -2.2977 0.2048 0.248
H -0.6745 -1.8552 1.7351 0.218
H -2.1763 -1.0770 1.2280 0.238
H 0.6723 0.0323 1.8188 0.387
H 1.1585 2.1202 0.2437 0.092
H -2.2763 0.3373 -1.9838 0.480
N 0.8119 -0.1088 0.8076 -0.749
N -0.7723 0.1754 -0.8622 -0.199
O -2.0121 -0.2870 -1.2555 -0.584
S 1.8779 0.9990 0.0288 0.200
```

Values from the calculation:
HOMO	-0.320	hartree
LUMO level	0.8	eV
frontier orbital gap	9.484	eV
multiplicity	1


It turns out *four* is the most stable, with the second structure 39.8 kJ/mol higher.


*one*
Computed, not measured: an isolated molecule of C2H5N3O2S, with ωB97M-V with the def2-TZVPD basis set.

The geometry in XYZ format:
```
13
Properties=species:S:1:pos:R:3:nbo_charge:R:1
C -0.7696 0.3041 0.3808 0.735
C 1.1597 -1.9050 -1.4336 0.035
H -0.7556 2.9546 0.7544 0.358
H -0.8133 1.9030 2.0300 0.355
H 1.1722 0.9945 0.6336 0.402
H -1.0048 -1.5323 -0.5354 0.408
H 2.2329 -1.8873 -1.7422 0.208
N -0.1555 2.3045 1.3850 -0.627
N 0.2139 1.2155 0.5471 -0.479
N -0.3298 -1.0382 0.0989 -0.360
O -1.9656 0.5290 0.5027 -0.620
O 0.9776 -0.9967 -0.4549 -0.346
S 0.0379 -2.8455 -2.1663 -0.067
```

Values from the calculation:
HOMO	-0.357	hartree
LUMO level	-0.1	eV
frontier orbital gap	9.585	eV
multiplicity	1


*two*
Computed, not measured: an isolated molecule of C2H5N3O2S, with ωB97M-V with the def2-TZVPD basis set.

The geometry in XYZ format:
```
13
Properties=species:S:1:pos:R:3:nbo_charge:R:1
C -0.5547 1.6169 -0.5172 -0.140
C 0.2331 -0.5624 -0.4812 -0.121
N 0.7107 1.5189 -1.1915 -0.101
N 1.0836 0.3478 -1.1540 -0.147
N -0.8620 0.2000 0.0663 -0.688
O 0.2667 -1.3616 2.2165 -0.922
O 1.9788 -2.3018 0.5492 -0.909
S 1.5045 -1.0472 1.0482 1.469
H -0.7692 2.3904 0.2343 0.220
H -1.2625 1.8577 -1.2458 0.198
H 0.0634 -1.4525 -1.1700 0.246
H -0.6334 -0.9655 1.9535 0.507
H -1.7591 -0.2408 -0.3083 0.390
```

Values from the calculation:
HOMO	-0.335	hartree
LUMO level	0.1	eV
frontier orbital gap	9.245	eV
multiplicity	1


It turns out *one* is the most stable, with the second structure 79.3 kJ/mol higher.


*one*
Computed, not measured: an isolated molecule of C2H5N3O2S, with ωB97M-V with the def2-TZVPD basis set.

The geometry in XYZ format:
```
13
Properties=species:S:1:pos:R:3:nbo_charge:R:1
C -0.6445 -0.4409 0.7926 0.563
C 0.3868 -0.1233 -0.1520 0.289
H -2.0296 1.2365 0.5240 0.423
H -2.1202 -0.0027 2.1078 0.448
H 2.1371 -0.5576 -0.8456 0.357
H 2.4807 1.1113 0.6341 0.447
H -1.0346 -0.3131 -3.4794 0.174
N -1.7257 0.3774 1.1062 -0.857
N 1.7239 -0.6850 0.0498 -0.271
N 0.2131 0.3783 -1.3031 -0.544
O -0.4213 -1.3634 1.5512 -0.548
O 2.4495 0.1104 1.1239 -0.550
S -1.4151 0.2721 -2.1096 0.069
```

Values from the calculation:
HOMO	-0.351	hartree
LUMO level	-0.5	eV
frontier orbital gap	9.053	eV
multiplicity	1


*two*
Computed, not measured: an isolated molecule of C2H5N3O2S, with ωB97M-V with the def2-TZVPD basis set.

The geometry in XYZ format:
```
13
Properties=species:S:1:pos:R:3:nbo_charge:R:1
C -0.1464 -0.0029 -0.0727 0.231
C -1.5297 0.6495 -0.2000 0.346
H 1.8636 -1.2286 0.4333 0.330
H 1.2375 -2.7651 0.0166 0.375
H 1.8950 0.5329 -0.0043 0.364
H 0.1675 2.6493 -0.0017 0.498
H -2.1152 -1.4302 0.5305 0.189
N 1.2989 -1.7639 -0.2602 -0.630
N -0.0182 -1.2719 -0.1150 -0.281
N 0.9793 0.9295 -0.2620 -0.327
O 0.9356 2.1739 0.3452 -0.565
O -1.6261 1.8705 -0.4729 -0.577
S -2.9420 -0.3431 0.0632 0.048
```

Values from the calculation:
HOMO	-0.331	hartree
LUMO level	-0.1	eV
frontier orbital gap	8.876	eV
multiplicity	1


It turns out *two* is the most stable, with the second structure 137.2 kJ/mol higher.